Record 1
Computed, not measured: a molecular structure, C43H36CaN5O4P2, with ωB97M-V/def2-TZVPD.

Structure (XYZ):
```
91
C43H36CaN5O4P2 (ωB97M-V/def2-TZVPD)
Ca 1.531 -0.502 1.275
O 2.470 0.160 3.232
C 3.579 -0.112 3.815
C 3.705 0.107 5.220
C 4.853 -0.173 5.912
C 5.984 -0.689 5.255
C 5.900 -0.898 3.901
C 4.739 -0.626 3.157
C 4.819 -0.870 1.730
N 3.896 -0.715 0.864
C 4.204 -0.967 -0.534
C 3.996 0.314 -1.324
N 2.605 0.769 -1.323
C 2.234 1.257 -2.434
C 1.006 1.964 -2.841
C 1.187 2.793 -3.956
C 0.194 3.610 -4.459
C -1.050 3.591 -3.833
C -1.272 2.756 -2.759
C -0.274 1.905 -2.232
O -0.582 1.108 -1.246
H 2.831 0.504 5.723
H 4.887 0.005 6.982
H 6.891 -0.916 5.799
H 6.759 -1.293 3.367
H 5.800 -1.228 1.387
H 3.531 -1.743 -0.913
H 5.226 -1.335 -0.682
H 4.374 0.171 -2.345
H 4.601 1.094 -0.849
H 2.966 1.246 -3.258
H 2.163 2.796 -4.431
H 0.382 4.242 -5.317
H -1.856 4.217 -4.199
H -2.249 2.721 -2.294
O 0.051 1.339 1.353
P -1.420 1.157 1.102
C -2.010 -0.333 0.242
P -0.947 -1.065 -1.055
O 0.491 -1.307 -0.690
C -1.693 -2.764 -0.947
C -0.910 -3.833 -0.529
C -1.450 -5.110 -0.429
C -2.782 -5.329 -0.743
C -3.577 -4.269 -1.165
C -3.032 -2.999 -1.269
C -1.339 -0.790 -2.790
C -0.361 -1.221 -3.684
C -0.554 -1.063 -5.049
C -1.723 -0.485 -5.525
C -2.696 -0.058 -4.633
C -2.502 -0.202 -3.268
C -2.190 0.904 2.742
C -3.560 0.721 2.928
C -4.072 0.476 4.192
C -3.217 0.406 5.285
C -1.853 0.584 5.109
C -1.339 0.835 3.844
C -2.238 2.619 0.443
C -3.553 2.630 -0.013
C -4.111 3.803 -0.500
C -3.359 4.969 -0.531
C -2.047 4.960 -0.079
C -1.486 3.789 0.405
H -3.013 -0.151 -0.152
H -2.123 -1.121 0.992
H 0.127 -3.658 -0.277
H -0.824 -5.930 -0.101
H -3.203 -6.324 -0.664
H -4.616 -4.437 -1.420
H -3.655 -2.185 -1.626
H 0.549 -1.664 -3.297
H 0.212 -1.386 -5.742
H -1.873 -0.356 -6.590
H -3.599 0.411 -5.003
H -3.248 0.177 -2.578
H -4.237 0.770 2.085
H -5.137 0.336 4.327
H -3.616 0.207 6.271
H -1.186 0.524 5.959
H -0.273 0.982 3.709
H -4.146 1.724 -0.017
H -5.131 3.805 -0.863
H -3.793 5.882 -0.918
H -1.454 5.865 -0.124
H -0.454 3.755 0.734
N 4.537 -4.719 -0.487
C 3.597 -4.715 0.194
N 2.524 -4.802 0.946
C 2.002 -3.767 1.503
N 1.475 -2.851 2.004
```

Properties
multiplicity: 1
frontier orbital gap: 7.014 eV
E_LUMO: 0.0797 hartree
total charge: -1
maximum force: 0.83 eV/Å
HOMO: -4.85 eV

Now the Mulliken charges, all in e:
1 Ca 2.1036
2 O -0.4282
3 C 0.1209
4 C -0.8472
5 C -0.3103
6 C -0.7981
7 C -0.4899
8 C 0.8284
9 C -0.6332
10 N -0.0600
11 C -0.6088
12 C -1.0117
13 N 0.3524
14 C -0.4464
15 C 1.0312
16 C -1.0661
17 C -1.1776
18 C -0.8715
19 C -0.3667
20 C -0.2452
21 O 2.0868
22 H 0.3706
23 H 0.3658
24 H 0.3686
25 H 0.2991
26 H 0.0791
27 H -0.0519
28 H 0.5537
29 H 0.5133
30 H 0.1756
31 H 0.0722
32 H 0.3607
33 H 0.3754
34 H 0.4651
35 H 0.4792
36 O -1.1303
37 P 1.3320
38 C -2.0076
39 P 0.9999
40 O -0.7533
41 C 0.4151
42 C -0.5182
43 C -0.6172
44 C -0.5359
45 C -0.7964
46 C -0.1256
47 C 0.3796
48 C -0.5375
49 C -0.8117
50 C -0.6208
51 C -0.8164
52 C 0.0765
53 C 0.6550
54 C -0.0730
55 C -0.7991
56 C -0.5090
57 C -0.7545
58 C -0.7504
59 C 0.4916
60 C -0.5005
61 C -0.7617
62 C -0.5137
63 C -0.7186
64 C -0.2968
65 H 0.6733
66 H 0.9091
67 H 0.1249
68 H 0.4864
69 H 0.3767
70 H 0.4012
71 H 0.2425
72 H 0.4398
73 H 0.4375
74 H 0.3841
75 H 0.4032
76 H 0.2883
77 H 0.2124
78 H 0.4041
79 H 0.3791
80 H 0.4393
81 H 0.4944
82 H 0.2073
83 H 0.4008
84 H 0.3899
85 H 0.4267
86 H 0.3723
87 N -0.6611
88 C 0.6411
89 N -0.8381
90 C 0.7644
91 N -0.7901

Record 2
Computed, not measured: a molecular structure, C22H19N6O3SSeYb at a distorted geometry, with ωB97M-V/def2-TZVPD.

Structure (XYZ):
```
53
C22H19N6O3SSeYb (ωB97M-V/def2-TZVPD)
Yb 0.017 0.316 -0.455
O -3.350 -1.653 -1.270
S -2.544 -0.639 -0.686
O -1.665 0.124 -1.687
N -1.485 -1.030 0.409
C -1.054 -2.363 0.696
C -1.878 -3.433 0.884
C -1.348 -4.693 1.248
C -0.010 -4.859 1.446
C 0.870 -3.765 1.247
C 2.267 -3.857 1.424
C 3.067 -2.772 1.183
C 2.471 -1.588 0.739
N 1.167 -1.453 0.571
C 0.348 -2.525 0.839
C -3.504 0.635 0.034
C -4.527 1.144 -0.765
C -5.285 2.194 -0.279
C -5.017 2.726 0.977
C -4.005 2.199 1.766
C -3.237 1.140 1.301
H -2.947 -3.314 0.770
H -2.026 -5.523 1.390
H 0.396 -5.814 1.751
H 2.697 -4.796 1.751
H 4.138 -2.817 1.315
H 3.085 -0.723 0.508
H -4.737 0.714 -1.735
H -6.092 2.592 -0.878
H -5.616 3.546 1.349
H -3.828 2.596 2.756
H -2.495 0.672 1.935
Se 0.688 1.627 2.998
N 0.660 1.788 1.198
C 1.771 2.452 0.851
C 2.138 2.802 -0.469
C 3.305 3.468 -0.671
C 4.162 3.829 0.412
C 3.846 3.527 1.694
C 2.633 2.821 1.947
N 2.220 2.469 3.152
H 1.485 2.605 -1.316
H 3.579 3.751 -1.679
H 5.075 4.371 0.208
H 4.481 3.813 2.521
N 2.402 -0.485 -4.074
C 1.254 -0.175 -3.477
N 0.124 -0.127 -4.180
O 1.254 0.101 -2.232
H 2.461 -0.709 -5.053
H 3.249 -0.474 -3.531
H 0.094 -0.394 -5.150
H -0.754 -0.040 -3.684
```

Properties
multiplicity: 2
frontier orbital gap (alpha / beta): 6.945 / 6.945 eV
energy relative to the best compared isomer or geometry (same formula, charge and spin): 0.0 kcal/mol
E_LUMO (alpha / beta): -0.2580 / -0.2579 hartree
total charge: +2
⟨S²⟩: 0.751
maximum force: 2.39 eV/Å
HOMO (alpha / beta): -13.96 / -13.96 eV

Now the Mulliken charges, all in e:
1 Yb 0.9158
2 O -0.6206
3 S 1.1643
4 O -0.5429
5 N 0.1125
6 C 0.2401
7 C -0.5624
8 C -0.8668
9 C -0.9601
10 C 0.5571
11 C -0.4831
12 C -1.0491
13 C 0.0143
14 N 0.0875
15 C 0.4773
16 C 0.6073
17 C -0.6951
18 C -0.6583
19 C -0.4771
20 C -0.8197
21 C -0.1286
22 H 0.5198
23 H 0.4185
24 H 0.4469
25 H 0.4743
26 H 0.4177
27 H 0.5565
28 H 0.4303
29 H 0.4207
30 H 0.4209
31 H 0.4333
32 H 0.5751
33 Se 0.4077
34 N -0.4527
35 C 1.0904
36 C -0.3885
37 C -0.9036
38 C -0.6229
39 C -0.6737
40 C 0.6113
41 N -0.6860
42 H 0.5890
43 H 0.4473
44 H 0.4164
45 H 0.4834
46 N -0.3709
47 C 0.6212
48 N -0.2828
49 O -0.5525
50 H 0.2003
51 H 0.2285
52 H 0.1972
53 H 0.2148

Record 3
Computed, not measured: a molecular structure, C48H50ClN7P2RhSe2, with ωB97M-V/def2-TZVPD.

Structure (XYZ):
```
111
C48H50ClN7P2RhSe2 (ωB97M-V/def2-TZVPD)
Rh 0.016 -1.096 -2.403
C -0.581 -6.292 2.516
C 0.100 -4.955 2.840
C -0.691 -4.226 3.937
C 1.512 -5.230 3.354
C 0.099 -4.084 1.592
C -1.104 -3.728 0.985
C -1.098 -2.925 -0.132
N 0.028 -2.460 -0.679
C 1.199 -2.779 -0.112
C 1.262 -3.592 1.010
C 2.412 -2.175 -0.735
C 3.605 -2.050 -0.053
C 4.680 -1.374 -0.633
C 4.487 -0.884 -1.917
C 3.260 -1.050 -2.536
N 2.241 -1.681 -1.968
C 5.961 -1.160 0.162
C 5.617 -0.328 1.407
C 7.016 -0.411 -0.650
C 6.530 -2.521 0.583
H -0.597 -6.922 3.406
H -0.045 -6.825 1.730
H -1.612 -6.150 2.189
H -0.708 -4.831 4.844
H -1.726 -4.048 3.638
H -0.234 -3.265 4.178
H 1.454 -5.854 4.246
H 2.031 -4.310 3.629
H 2.115 -5.766 2.619
H -2.053 -4.060 1.382
H -2.023 -2.621 -0.606
H 2.227 -3.846 1.419
H 3.687 -2.429 0.955
H 5.263 -0.342 -2.435
H 3.076 -0.633 -3.520
H 5.174 0.629 1.130
H 6.524 -0.135 1.982
H 4.914 -0.846 2.061
H 6.675 0.586 -0.933
H 7.295 -0.955 -1.554
H 7.916 -0.291 -0.047
H 5.830 -3.078 1.207
H 7.443 -2.374 1.161
H 6.773 -3.133 -0.287
Se 1.708 4.648 2.082
P -0.005 3.846 1.199
C -0.862 5.067 0.182
C -1.553 6.101 0.811
C -2.032 7.172 0.075
C -1.793 7.237 -1.291
C -1.083 6.223 -1.918
C -0.624 5.139 -1.188
C -1.152 3.182 2.444
C -0.594 2.339 3.408
C -1.392 1.792 4.397
C -2.751 2.090 4.442
C -3.305 2.934 3.496
C -2.506 3.482 2.498
C 0.295 2.398 0.138
C -0.427 1.580 -0.736
N 0.445 0.612 -1.127
N 1.607 0.816 -0.536
N 1.539 1.879 0.216
P -2.121 1.250 -1.238
Se -2.176 0.223 -3.160
C -2.806 0.162 0.039
C -3.993 -0.525 -0.221
C -4.552 -1.340 0.748
C -3.936 -1.472 1.989
C -2.760 -0.787 2.252
C -2.192 0.026 1.280
C -3.190 2.687 -1.311
C -3.163 3.493 -2.447
C -4.010 4.583 -2.541
C -4.892 4.870 -1.508
C -4.936 4.057 -0.384
C -4.093 2.962 -0.287
H -1.685 6.088 1.887
H -2.569 7.969 0.572
H -2.147 8.086 -1.862
H -0.880 6.281 -2.980
H -0.055 4.362 -1.683
H 0.471 2.139 3.387
H -0.953 1.150 5.150
H -3.372 1.675 5.226
H -4.357 3.184 3.541
H -2.944 4.154 1.771
H -4.480 -0.422 -1.184
H -5.476 -1.865 0.541
H -4.380 -2.101 2.750
H -2.277 -0.877 3.215
H -1.276 0.551 1.509
H -2.481 3.269 -3.258
H -3.978 5.213 -3.419
H -5.552 5.723 -1.584
H -5.633 4.269 0.416
H -4.143 2.326 0.587
Cl -0.585 -4.270 -3.361
C -1.931 -3.247 -3.425
H -2.674 -3.365 -2.655
H -2.123 -2.752 -4.362
N 1.445 -2.109 -5.096
C 1.973 -1.716 -6.267
C 1.600 -0.405 -6.457
C 0.831 -0.085 -5.332
N 0.743 -1.128 -4.513
H 1.509 -3.005 -4.641
H 2.556 -2.389 -6.871
H 1.842 0.228 -7.291
H 0.337 0.837 -5.073
```

Properties
multiplicity: 5
frontier orbital gap (alpha / beta): 6.900 / 5.877 eV
energy relative to the best compared isomer or geometry (same formula, charge and spin): 0.0 kcal/mol
E_LUMO (alpha / beta): -0.0916 / -0.1294 hartree
total charge: +1
⟨S²⟩: 6.012
maximum force: 0.46 eV/Å
HOMO (alpha / beta): -9.39 / -9.40 eV

Atomic partial charges in e from the Mulliken method, atoms 1 to 99:
1 Rh 0.5673
2 C -1.6616
3 C 2.1139
4 C -1.5594
5 C -2.1298
6 C 0.4380
7 C -1.2217
8 C -1.1486
9 N 0.9686
10 C -0.7818
11 C -0.6654
12 C 0.4490
13 C -0.3291
14 C 0.0481
15 C -0.7791
16 C -0.3918
17 N 0.2965
18 C 2.0282
19 C -1.5829
20 C -2.2210
21 C -1.5799
22 H 0.4572
23 H 0.3883
24 H 0.3103
25 H 0.4676
26 H 0.3150
27 H 0.3578
28 H 0.4317
29 H 0.4340
30 H 0.4222
31 H 0.5412
32 H 0.5175
33 H 0.7956
34 H 0.5461
35 H 0.5229
36 H 0.3323
37 H 0.4043
38 H 0.4372
39 H 0.3231
40 H 0.4198
41 H 0.4362
42 H 0.4353
43 H 0.3139
44 H 0.4569
45 H 0.3730
46 Se -0.3310
47 P 0.0079
48 C 0.4799
49 C -0.2729
50 C -0.8717
51 C -0.5207
52 C -0.6998
53 C -0.2325
54 C 0.4745
55 C -0.5770
56 C -0.7632
57 C -0.6691
58 C -0.7205
59 C -0.0331
60 C 0.7033
61 C -0.7421
62 N 1.0620
63 N -0.4338
64 N -0.8518
65 P 0.6553
66 Se -0.4517
67 C 0.3329
68 C -0.8022
69 C -0.9280
70 C -0.7664
71 C -0.8105
72 C -0.0300
73 C 1.0363
74 C -0.6189
75 C -0.7026
76 C -0.7262
77 C -0.5845
78 C -0.6132
79 H 0.5194
80 H 0.4324
81 H 0.4385
82 H 0.4363
83 H 0.5011
84 H 0.4726
85 H 0.4940
86 H 0.4315
87 H 0.4615
88 H 0.5301
89 H 0.5428
90 H 0.4293
91 H 0.4755
92 H 0.6973
93 H 0.5570
94 H 0.4691
95 H 0.4472
96 H 0.4133
97 H 0.4566
98 H 0.5413
99 Cl -0.0903

Record 4
Computed, not measured: a gas-phase ion, C2H5N2 (charge +1) at a distorted geometry, with ωB97M-V/def2-TZVPD.

Structure (XYZ):
```
9
C2H5N2 (ωB97M-V/def2-TZVPD)
N 1.496 0.275 -0.065
C 0.217 0.094 -0.075
C -1.012 -0.621 -0.107
N -1.119 0.888 -0.067
H 2.164 -0.601 0.118
H 1.894 1.158 -0.232
H -1.379 -1.003 -1.059
H -1.271 -1.390 0.638
H -0.991 1.199 0.849
```

Properties
multiplicity: 1
frontier orbital gap: 11.443 eV
energy relative to the best compared isomer or geometry (same formula, charge and spin): 38.9 kcal/mol
E_LUMO: -0.1928 hartree
total charge: +1
SMILES string: [NH2+]=C1CN1
maximum force: 5.24 eV/Å
HOMO: -16.69 eV

Now the Mulliken charges, all in e:
1 N -0.2861
2 C 0.3696
3 C -0.1861
4 N -0.3556
5 H 0.3536
6 H 0.2866
7 H 0.2659
8 H 0.2902
9 H 0.2618

Record 5
Computed, not measured: 7 unconnected molecules or ions with the total composition C30H78N4O14 at a distorted geometry, with ωB97M-V/def2-TZVPD.

Structure (XYZ):
```
126
C30H78N4O14 (ωB97M-V/def2-TZVPD)
C 0.171 -2.300 5.299
C 0.378 -0.918 5.903
O 0.893 -0.932 7.118
O -0.893 -3.036 5.921
H 1.060 -2.930 5.286
H -0.157 -2.129 4.274
H -0.624 -0.492 5.940
H 0.985 -0.176 5.383
H 0.297 -1.557 7.537
H -0.620 -3.880 6.288
C -0.835 1.399 2.720
C -1.564 1.229 1.358
O -0.811 0.914 0.211
O -0.125 0.174 2.846
H -1.525 1.492 3.559
H -0.036 2.122 2.550
H -1.830 2.250 1.087
H -2.363 0.488 1.326
H -0.429 1.753 -0.057
H 0.121 -0.189 1.991
C 1.933 3.061 -0.894
C 2.586 3.210 0.485
O 3.811 3.988 0.559
O 0.482 2.936 -0.954
H 2.218 2.248 -1.561
H 2.167 3.943 -1.491
H 2.643 2.241 0.981
H 1.936 3.881 1.047
H 4.114 3.974 1.469
H 0.005 3.433 -1.623
C 4.039 3.239 -8.935
O 2.852 3.353 -8.228
C 1.843 2.323 -8.364
C 2.064 1.221 -7.301
N 2.124 2.055 -6.106
C 2.785 1.331 -5.045
C 1.988 0.171 -4.472
O 2.547 -0.233 -3.246
C 1.669 -0.867 -2.398
H 4.410 2.222 -9.063
H 4.744 3.917 -8.453
H 3.923 3.370 -10.011
H 1.791 1.947 -9.385
H 0.923 2.857 -8.125
H 3.001 0.772 -7.631
H 1.364 0.386 -7.307
H 2.641 2.896 -6.321
H 2.916 2.010 -4.202
H 3.749 0.878 -5.276
H 1.695 -0.697 -5.063
H 1.095 0.759 -4.265
H 2.216 -1.434 -1.644
H 1.064 -1.524 -3.022
H 0.990 -0.194 -1.875
C 0.215 -8.952 0.534
O 0.303 -7.618 0.835
C 1.008 -6.915 -0.167
C 0.926 -5.300 0.003
N -0.435 -4.776 0.137
C -0.368 -3.450 0.729
C -1.705 -2.847 1.088
O -2.275 -3.858 1.864
C -3.127 -3.482 2.825
H 1.184 -9.323 0.199
H -0.495 -9.243 -0.240
H -0.130 -9.437 1.447
H 0.603 -7.144 -1.152
H 2.040 -7.233 -0.021
H 1.365 -4.757 -0.834
H 1.488 -5.032 0.897
H -1.038 -5.319 0.738
H 0.234 -2.716 0.192
H 0.141 -3.463 1.693
H -2.403 -2.812 0.251
H -1.629 -1.923 1.661
H -3.453 -4.269 3.505
H -4.018 -3.095 2.330
H -2.591 -2.713 3.380
C -1.966 2.071 -3.739
O -3.194 2.647 -4.204
C -3.269 2.822 -5.685
C -2.804 1.526 -6.540
N -3.059 0.216 -5.848
C -2.923 -0.898 -6.790
C -2.880 -2.259 -6.150
O -2.732 -3.304 -7.107
C -2.173 -4.465 -6.549
H -1.159 2.573 -4.274
H -1.775 1.012 -3.911
H -1.776 2.262 -2.683
H -2.625 3.681 -5.873
H -4.297 3.103 -5.916
H -1.749 1.794 -6.593
H -3.220 1.623 -7.543
H -3.745 0.298 -5.112
H -1.940 -0.869 -7.260
H -3.712 -0.898 -7.542
H -3.854 -2.539 -5.749
H -2.082 -2.073 -5.431
H -1.951 -5.139 -7.376
H -3.005 -4.840 -5.953
H -1.211 -4.352 -6.049
C -2.589 4.927 8.503
O -1.748 3.839 8.299
C -1.149 3.300 9.583
C -0.241 2.078 9.570
N 1.038 2.479 9.005
C 0.895 2.880 7.666
C 2.458 2.895 7.198
O 2.463 3.509 5.882
C 1.836 2.679 4.962
H -3.530 4.757 7.981
H -2.257 5.796 7.936
H -2.747 5.300 9.515
H -1.955 2.936 10.220
H -0.584 4.094 10.071
H -0.610 1.176 9.080
H 0.034 1.688 10.550
H 1.716 1.765 9.233
H 0.370 3.819 7.490
H 0.398 2.054 7.157
H 3.025 1.969 7.294
H 2.974 3.601 7.848
H 2.086 2.998 3.950
H 0.762 2.527 5.066
H 2.197 1.661 5.106
```

Properties
multiplicity: 2
frontier orbital gap (alpha / beta): 6.725 / 1.537 eV
energy relative to the best compared isomer or geometry (same formula, charge and spin): 18.6 kcal/mol
E_LUMO (alpha / beta): -0.1000 / -0.2906 hartree
total charge: +1
⟨S²⟩: 0.755
maximum force: 4.51 eV/Å
HOMO (alpha / beta): -9.45 / -9.45 eV

Atomic partial charges in e from the Mulliken method, atoms 1 to 99:
1 C 0.0955
2 C 0.0954
3 O -0.5411
4 O -0.5802
5 H 0.4571
6 H -0.2485
7 H 0.2199
8 H -0.1688
9 H 0.3339
10 H 0.3287
11 C 0.1510
12 C -0.8983
13 O -0.1219
14 O -0.4089
15 H 0.3663
16 H -0.0175
17 H 0.4991
18 H 0.2382
19 H 0.1788
20 H 0.1749
21 C -0.0333
22 C -0.3428
23 O -0.5868
24 O -0.6477
25 H 0.0086
26 H 0.4241
27 H 0.2401
28 H 0.2275
29 H 0.3309
30 H 0.1895
31 C -0.7573
32 O -0.4220
33 C -0.6664
34 C -0.4756
35 N -0.1862
36 C -0.8756
37 C -0.0960
38 O -0.4274
39 C -0.6307
40 H 0.3207
41 H 0.2749
42 H 0.3179
43 H 0.4677
44 H 0.2187
45 H 0.3324
46 H 0.3312
47 H 0.3125
48 H 0.3559
49 H 0.3022
50 H 0.5227
51 H 0.0077
52 H 0.2648
53 H 0.3271
54 H 0.2030
55 C -0.7401
56 O -0.2912
57 C -0.5877
58 C -0.5915
59 N -0.4522
60 C -0.6149
61 C -0.0532
62 O -0.3880
63 C -0.5820
64 H 0.3075
65 H 0.3017
66 H 0.2353
67 H 0.3578
68 H 0.4391
69 H 0.2688
70 H 0.3742
71 H 0.3789
72 H 0.3759
73 H 0.2239
74 H 0.4120
75 H -0.0329
76 H 0.2300
77 H 0.2880
78 H 0.1507
79 C -0.4980
80 O -0.4573
81 C -0.6705
82 C -0.2665
83 N 0.1773
84 C -0.4752
85 C -0.6908
86 O -0.3405
87 C -0.7005
88 H 0.3162
89 H 0.1516
90 H 0.2808
91 H 0.4130
92 H 0.3599
93 H 0.1511
94 H 0.4303
95 H 0.3976
96 H 0.2919
97 H 0.3591
98 H 0.4080
99 H 0.4485